55
Properties=species:S:1:pos:R:3:forces:R:3:lowdin_spin:R:1 method="wB97M-V/def2-TZVPD" fmax_ev_per_a=4.380 homo_ev="-10.4 / -11.3" orbital_gap_ev="6.8 / 6.9" multiplicity=3 relative_energy_kj_mol=130.9 charge=+1 e_lumo_ev="-3.573 / -4.425" s2=2.0509
W -0.70424 -0.62465 -0.70361 1.80 -0.24 -0.97 1.28
C 1.25436 2.18855 -3.37581 -0.14 -0.28 0.07 0.02
C 0.27516 1.39435 -2.57861 1.18 -1.39 0.02 0.16
N 0.49736 0.13605 -2.16481 0.84 1.12 -1.15 -0.02
N 1.67106 -0.46765 -2.54251 0.43 0.69 -0.57 -0.02
C 1.74736 -1.74855 -2.31621 -1.05 -0.42 0.70 0.00
N 2.86966 -2.41855 -2.63111 0.14 -0.04 -0.13 0.00
S 0.44916 -2.68145 -1.58441 -0.06 0.54 -0.41 0.00
C -1.00364 1.87485 -2.19271 -1.49 0.07 0.64 0.04
C -1.44954 3.20275 -2.33491 0.41 -0.78 -0.06 0.03
C -2.70524 3.54615 -1.90331 -0.44 -0.56 0.29 0.03
C -3.53574 2.55185 -1.35661 0.39 0.39 -0.25 0.03
C -3.04374 1.27805 -1.20731 -0.04 -0.47 -0.16 0.04
N -1.80464 0.91665 -1.60141 -0.12 1.65 -0.34 0.05
H 2.10836 1.56395 -3.62091 -0.02 0.06 -0.04 0.00
H 1.59336 3.04885 -2.80131 0.03 0.13 0.05 0.01
H 0.78906 2.55205 -4.29071 0.01 0.05 -0.07 0.01
H 3.54796 -1.98615 -3.23911 -0.07 0.02 0.02 0.00
H 2.83056 -3.42585 -2.60561 0.08 0.15 -0.01 0.00
H -0.78354 3.93155 -2.76261 0.09 0.12 -0.10 0.00
H -3.05434 4.56235 -1.97301 -0.05 0.15 -0.07 0.00
H -4.54224 2.78575 -1.05141 -0.07 -0.04 0.09 0.00
H -3.65384 0.48135 -0.78351 0.17 0.17 -0.04 0.00
O -3.20544 -2.90005 4.36289 -0.02 0.07 -0.18 0.02
C -2.72304 -2.29565 3.27379 0.12 0.08 -0.48 0.04
C -1.95374 -1.12455 3.31479 0.22 0.16 -0.36 -0.01
C -1.43704 -0.61855 2.13459 -0.50 -1.06 -0.64 0.04
N -1.61624 -1.25625 0.93879 -2.30 -0.98 3.60 -0.01
C -2.51274 -2.28805 0.88039 0.57 0.63 0.31 0.04
C -3.06214 -2.83515 2.01299 0.11 0.09 0.29 -0.01
C -2.87414 -2.55225 -0.56021 -0.32 -0.51 -0.15 0.01
O -3.67254 -3.37305 -0.92761 0.37 0.38 0.29 0.04
O -2.22834 -1.69315 -1.33881 -0.89 -0.41 -0.42 0.07
C -0.76724 0.69895 1.92909 0.50 1.09 0.33 0.01
O -0.43024 1.44025 2.82849 -0.55 -0.60 -0.38 0.03
O -0.57284 0.95135 0.63989 -0.39 0.17 0.31 0.01
H -2.96054 -2.43945 5.17719 0.01 0.01 -0.12 0.00
H -1.77144 -0.59125 4.23669 0.01 0.08 0.06 0.00
H -3.76184 -3.65275 1.95379 -0.08 -0.10 -0.12 0.00
C 2.27836 -1.80385 3.07359 -0.03 -0.05 -0.03 0.00
C 3.06146 -0.98045 2.06599 -0.63 0.19 -0.08 0.00
S 1.86356 0.13845 1.25789 1.83 -0.27 -0.44 0.01
O 1.09796 -0.87825 0.38029 0.04 -0.44 0.09 0.02
C 2.94496 0.98365 0.03979 -0.30 0.25 0.34 0.00
C 2.73176 2.48075 0.18039 0.02 0.02 0.01 0.00
H 2.95476 -2.32065 3.74879 0.04 -0.05 0.04 0.00
H 1.65856 -2.54335 2.56969 -0.02 -0.02 -0.01 0.00
H 1.63546 -1.14985 3.66059 -0.05 -0.02 0.18 0.00
H 3.53406 -1.60005 1.30699 0.05 0.12 -0.15 0.00
H 3.79466 -0.34445 2.55759 0.06 0.16 -0.05 0.00
H 2.62846 0.61865 -0.93771 0.08 -0.17 0.12 0.00
H 3.97946 0.69845 0.20999 0.05 -0.13 0.09 0.00
H 1.67936 2.72585 0.04179 -0.05 0.08 0.03 0.00
H 3.31826 3.02205 -0.55861 0.06 0.01 -0.05 0.00
H 3.03566 2.82025 1.16789 -0.02 0.14 0.05 0.00